Record 1
{
  "formula": "C23H41B3N2O29S6",
  "method": "ωB97M-V/def2-TZVPD",
  "charge": 0,
  "homo_energy_ev": -9.36,
  "multiplicity": 1,
  "lumo_ev": 0.52,
  "gap_ev": 9.884,
  "max_force_ev_per_a": 3.64,
  "elements": ["C", "C", "O", "N", "C", "B", "O", "B", "C", "C", "C", "O", "O", "B", "C", "C", "C", "C", "C", "N", "O", "H", "H", "H", "H", "H", "H", "H", "H", "H", "H", "H", "H", "H", "H", "H", "H", "H", "C", "C", "O", "S", "O", "O", "O", "H", "H", "H", "H", "C", "C", "O", "S", "O", "O", "O", "H", "H", "H", "H", "C", "C", "O", "S", "O", "O", "O", "H", "H", "H", "H", "C", "C", "O", "S", "O", "O", "O", "H", "H", "H", "H", "C", "C", "O", "S", "O", "O", "O", "H", "H", "H", "H", "C", "C", "O", "S", "O", "O", "O", "H", "H", "H", "H"],
  "xyz": [[4.54, -0.61, 4.63], [3.65, -1.87, 4.94], [3.31, -2.10, 6.06], [3.28, -2.66, 3.77], [2.98, -4.07, 4.12], [2.11, -1.97, 3.18], [1.18, -1.36, 4.07], [-0.01, -2.12, 3.85], [-0.66, -3.07, 4.96], [-2.14, -2.67, 5.36], [-2.56, -3.68, 6.52], [-3.03, -2.90, 4.25], [-0.55, -2.01, 2.53], [0.47, -2.21, 1.57], [-0.04, -2.79, 0.14], [0.13, -4.21, -0.04], [-0.37, -4.76, -1.31], [-0.96, -3.75, -2.17], [-1.03, -2.35, -1.86], [-0.57, -1.87, -0.69], [1.83, -1.90, 1.80], [3.84, 0.26, 4.58], [4.99, -0.70, 3.61], [5.30, -0.44, 5.42], [3.34, -4.38, 5.12], [3.52, -4.71, 3.37], [1.90, -4.35, 4.05], [-0.70, -4.14, 4.61], [-0.01, -3.02, 5.88], [-2.21, -1.64, 5.76], [-1.81, -4.50, 6.57], [-3.54, -4.15, 6.30], [-2.56, -3.18, 7.52], [-2.73, -3.73, 3.85], [0.59, -4.87, 0.72], [-0.29, -5.83, -1.58], [-1.38, -4.08, -3.14], [-1.50, -1.63, -2.57], [-3.82, -2.01, -5.44], [-4.88, -2.95, -5.98], [-4.14, -3.98, -6.64], [-2.74, -4.21, -5.86], [-2.89, -5.31, -4.98], [-1.68, -4.13, -6.81], [-2.76, -2.85, -4.99], [-3.43, -1.35, -6.22], [-4.20, -1.40, -4.61], [-5.55, -2.46, -6.68], [-5.45, -3.41, -5.18], [0.40, 1.38, -2.05], [-1.02, 1.40, -1.53], [-1.59, 2.61, -2.02], [-0.93, 2.96, -3.46], [-1.81, 2.50, -4.48], [-0.43, 4.28, -3.42], [0.31, 1.93, -3.37], [1.04, 2.03, -1.45], [0.82, 0.38, -2.08], [-1.07, 1.37, -0.44], [-1.60, 0.56, -1.93], [-2.81, 4.25, 2.70], [-2.19, 5.24, 1.74], [-0.79, 5.20, 2.04], [-0.39, 3.71, 2.50], [0.14, 3.01, 1.38], [0.29, 3.80, 3.75], [-1.88, 3.16, 2.77], [-2.92, 4.67, 3.70], [-3.78, 3.89, 2.36], [-2.58, 6.25, 1.87], [-2.33, 4.93, 0.70], [-0.20, -4.71, 11.38], [-1.20, -3.63, 11.07], [-1.25, -3.57, 9.64], [-0.98, -5.04, 9.04], [-2.24, -5.64, 8.74], [0.07, -4.96, 8.09], [-0.41, -5.72, 10.39], [0.83, -4.35, 11.28], [-0.33, -5.13, 12.38], [-0.92, -2.66, 11.49], [-2.20, -3.90, 11.43], [4.44, 6.11, -4.39], [4.08, 5.86, -5.84], [2.84, 5.15, -5.80], [1.99, 5.65, -4.52], [1.06, 6.63, -4.96], [1.61, 4.51, -3.77], [3.20, 6.40, -3.74], [4.86, 5.22, -3.92], [5.13, 6.94, -4.27], [4.84, 5.27, -6.36], [3.92, 6.79, -6.38], [1.98, 5.00, -11.29], [1.73, 6.40, -10.75], [1.04, 6.21, -9.52], [1.55, 4.84, -8.83], [2.54, 5.15, -7.87], [0.42, 4.04, -8.53], [2.29, 4.21, -10.13], [1.08, 4.59, -11.75], [2.80, 4.97, -12.00], [1.14, 7.01, -11.44], [2.67, 6.91, -10.54]],
  "mulliken_charge": [-1.084, 0.697, -0.526, -0.052, -0.761, 0.322, -0.032, 0.252, -0.769, 0.063, -0.838, -0.601, -0.207, 0.316, 0.288, -0.547, -0.783, -0.105, -0.153, -0.016, -0.264, 0.235, 0.282, 0.378, 0.336, 0.266, 0.181, 0.435, 0.173, 0.422, 0.170, 0.305, 0.216, 0.379, 0.315, 0.419, 0.016, 0.309, -0.338, -0.376, -0.306, 1.060, -0.527, -0.557, -0.191, 0.295, 0.324, 0.317, 0.299, -0.210, 0.045, -0.376, 1.108, -0.592, -0.454, -0.314, 0.234, 0.330, 0.157, 0.120, -0.340, -0.271, -0.324, 1.037, -0.399, -0.579, -0.272, 0.277, 0.322, 0.315, 0.227, -0.381, -0.335, -0.260, 1.018, -0.514, -0.457, -0.319, 0.289, 0.312, 0.307, 0.289, -0.416, -0.329, -0.181, 1.053, -0.601, -0.355, -0.366, 0.282, 0.306, 0.363, 0.272, -0.359, -0.329, -0.329, 1.070, -0.420, -0.564, -0.322, 0.296, 0.312, 0.318, 0.271]
}

Record 2
{
  "formula": "C3H8NO2",
  "method": "ωB97M-V/def2-TZVPD",
  "charge": 0,
  "s2": 0.7512,
  "homo_energy_ev": [-3.47, -10.33],
  "multiplicity": 2,
  "lumo_ev": [0.53, 0.55],
  "gap_ev": [4.002, 10.880],
  "max_force_ev_per_a": 5.37,
  "elements": ["C", "C", "C", "O", "O", "N", "H", "H", "H", "H", "H", "H", "H", "H"],
  "xyz": [[-0.44, -0.78, -0.50], [-0.13, 0.58, -1.09], [-0.52, 1.40, 0.18], [0.33, 1.05, 1.22], [-1.35, 2.38, 0.21], [0.65, -1.32, 0.53], [-1.50, -1.07, -0.06], [-0.20, -1.58, -1.24], [-0.84, 0.81, -1.98], [0.79, 0.91, -1.55], [0.53, 1.78, 1.82], [0.32, -2.18, 0.94], [0.74, -0.56, 1.26], [1.62, -1.41, 0.27]],
  "mulliken_charge": [-1.173, -0.447, 0.221, -0.023, -0.543, -1.698, 0.155, 0.747, 0.248, 0.388, 0.155, 0.829, 0.142, 0.999]
}